# 1
# C46H124N14O19

A cluster of 13 separate species, C46H124N14O19 in total at a distorted geometry (ωB97M-V/def2-TZVPD, the Open Molecules 2025 dataset).

Each line ends with the Löwdin charge.
Element x y z (Å)
O -15.351 8.127 2.599  0.034
O -0.783 7.815 -8.443  -0.190
O 0.852 2.291 9.906  -0.195
O -9.012 7.604 1.913  -0.083
O 5.919 -2.536 6.705  0.060
O -9.085 -6.641 -0.794  0.029
O 9.053 -2.679 -4.386  -0.187
O -2.794 1.016 13.872  -0.170
O -6.770 -0.027 0.082  -0.228
O 12.738 -3.268 -5.697  -0.181
O 1.525 -8.295 -3.257  -0.211
O 9.627 4.376 -3.220  -0.223
O 5.150 -7.811 0.775  -0.210
O -6.649 -6.326 6.549  -0.030
O -0.292 0.134 0.550  -0.223
O 13.748 5.569 0.950  -0.189
O -6.114 4.937 -7.328  -0.207
O -15.874 1.574 3.029  -0.105
O 0.007 1.193 -7.747  -0.080
N -10.460 -7.214 -2.435  0.153
N -16.367 6.192 2.953  0.182
N -4.655 -7.220 6.119  0.154
N -11.250 -6.051 -0.697  0.142
N -3.881 -0.081 0.590  -0.075
N 10.317 -2.620 -6.953  -0.035
N -14.272 6.300 2.968  0.162
N 1.627 -8.258 -0.408  -0.069
N 7.926 -2.378 5.814  0.151
N -6.253 -7.457 4.645  0.172
N 11.553 5.363 -1.119  -0.074
N -3.454 5.430 -7.482  -0.069
N 6.234 -1.992 4.571  0.153
N -1.418 0.429 11.209  -0.089
C 1.527 2.956 8.837  -0.140
C -4.806 -1.231 0.839  -0.186
C -3.232 0.133 12.859  -0.226
C 2.234 -7.995 -4.469  -0.102
C 14.113 -2.953 -5.489  -0.091
C -6.238 -0.787 1.216  -0.167
C 1.184 -0.477 -6.425  -0.064
C 8.884 -2.882 -6.867  -0.198
C 13.604 4.481 -0.107  -0.159
C -5.897 -6.996 5.782  -0.763
C -5.377 5.033 -6.110  -0.229
C -16.967 0.863 2.465  -0.322
C 2.962 -7.716 -0.387  -0.234
C -10.211 -6.713 -1.240  -0.752
C -2.118 0.186 14.861  -0.102
C 9.084 3.752 -4.429  -0.063
C -2.539 -0.418 0.197  -0.228
C 0.930 -7.120 -2.662  -0.178
C 0.102 8.769 -7.795  -0.111
C 8.454 -3.422 -5.465  -0.193
C -7.793 6.874 1.729  -0.320
C -0.203 0.236 -6.754  -0.326
C 10.180 3.458 -2.305  -0.223
C -2.071 -0.523 12.014  -0.247
C -7.427 6.500 3.142  -0.108
C 10.568 4.285 -1.036  -0.177
C -4.207 5.974 -6.323  -0.202
C -15.368 6.940 2.836  -0.863
C -1.606 7.150 -7.436  -0.212
C 0.278 1.048 9.324  -0.161
C -0.209 -0.008 10.415  -0.142
C 10.943 -3.911 -7.097  -0.245
C 3.782 -8.344 0.719  -0.174
C 6.005 -8.439 1.713  -0.132
C -1.627 0.794 0.432  -0.162
C -16.499 0.387 1.136  -0.100
C 14.865 5.247 1.842  -0.125
C -2.666 6.417 -8.218  -0.224
C 6.642 -2.262 5.797  -0.821
C 0.702 -7.393 -1.077  -0.189
C 0.769 1.110 0.777  -0.107
C 8.837 -3.263 -3.123  -0.124
C 12.826 4.803 -1.391  -0.244
C -7.852 0.777 0.345  -0.143
C -7.517 4.670 -7.135  -0.083
C 12.438 -3.833 -6.914  -0.262
H -6.872 -1.638 1.466  0.121
H 11.725 6.116 -0.468  0.115
H 10.771 -4.208 -8.132  0.121
H -14.297 5.291 3.008  0.108
H 7.007 -8.015 1.655  0.082
H 7.832 -3.670 -3.017  0.084
H 5.690 -8.246 2.739  0.080
H -2.464 -0.756 -0.836  0.118
H 0.808 3.624 8.362  0.083
H 12.673 -3.220 -7.784  0.122
H -6.051 5.315 -5.301  0.113
H -15.943 1.635 3.984  0.075
H -1.417 -0.935 12.783  0.089
H 0.711 1.976 0.116  0.079
H -12.042 -5.940 -1.314  0.092
H -7.237 7.371 3.771  0.079
H 13.403 5.485 -2.015  0.116
H 13.029 -4.747 -6.976  0.126
H -4.442 -1.901 1.618  0.115
H -17.408 0.073 0.624  0.072
H -0.596 0.764 -5.885  0.101
H 14.540 4.137 -0.548  0.109
H 1.157 -0.648 -5.348  0.064
H -4.942 -1.835 -0.059  0.112
H -6.931 7.324 1.236  0.112
H 7.364 -3.400 -5.443  0.118
H -0.302 9.767 -7.624  0.080
H 1.454 -1.275 -7.116  0.063
H -3.972 -0.585 13.212  0.116
H 10.947 3.675 -0.215  0.103
H 9.610 4.710 -0.737  0.116
H -8.074 5.987 1.162  0.104
H -16.143 5.214 3.071  0.112
H -0.704 1.818 -7.585  0.081
H 2.649 -6.987 -4.460  0.081
H -0.957 -0.503 -7.021  0.098
H -3.641 6.175 -5.413  0.117
H 3.871 -9.418 0.551  0.118
H -16.050 1.128 0.474  0.081
H 8.511 4.445 -5.045  0.083
H -8.105 1.419 -0.499  0.093
H -1.791 1.352 -0.490  0.114
H 2.998 -6.632 -0.496  0.125
H -3.318 7.076 -8.792  0.121
H -2.346 -1.322 11.326  0.119
H 5.229 -1.958 4.478  0.119
H 10.537 -4.725 -6.496  0.110
H 0.590 -0.105 11.151  0.104
H 0.076 -6.780 -3.248  0.111
H -3.755 0.783 12.158  0.116
H 0.720 1.466 1.806  0.074
H 10.595 -2.334 -6.025  0.089
H 3.468 -7.900 -1.334  0.115
H -7.074 -7.214 4.109  0.132
H 1.748 0.634 0.719  0.078
H 6.935 -1.908 3.849  0.106
H 1.932 0.257 -6.723  0.062
H -2.297 0.534 15.879  0.084
H 14.836 -3.699 -5.818  0.081
H 10.011 3.645 -4.993  0.083
H 9.189 -2.651 -2.292  0.088
H 8.541 -2.542 5.030  0.112
H -8.969 8.260 1.213  0.076
H 9.418 -4.169 -2.951  0.078
H 0.633 -6.402 -0.628  0.113
H -1.710 1.389 1.341  0.119
H -4.497 6.954 -6.701  0.111
H -1.382 1.316 11.691  0.112
H -4.909 4.130 -5.719  0.120
H 8.267 -2.715 6.703  0.120
H -4.432 0.516 -0.010  0.101
H -17.130 0.140 3.264  0.118
H -10.954 -5.229 -0.190  0.111
H -8.642 0.060 0.569  0.083
H -4.047 -7.769 5.527  0.104
H -9.648 -7.669 -2.828  0.118
H 3.384 -8.172 1.719  0.120
H 15.862 5.229 1.403  0.073
H 1.438 -8.009 -5.214  0.080
H -5.654 -8.197 4.308  0.111
H 0.694 8.457 -6.935  0.083
H -6.223 -0.026 1.996  0.113
H -2.299 -1.262 0.844  0.118
H 14.419 -2.117 -6.118  0.085
H -4.279 -7.058 7.042  0.120
H 2.325 3.629 9.148  0.080
H 2.943 -8.679 -4.934  0.083
H 2.034 2.321 8.111  0.079
H -2.260 -0.892 14.784  0.083
H 8.260 -2.050 -7.193  0.107
H 1.749 -9.090 -0.968  0.108
H -7.805 5.632 -6.710  0.077
H -0.233 -7.934 -0.936  0.106
H 13.174 3.649 0.451  0.108
H -13.372 6.754 3.026  0.129
H 1.534 -6.216 -2.744  0.096
H -0.549 1.344 8.678  0.115
H -17.321 6.521 3.002  0.135
H 8.575 2.821 -4.182  0.082
H -7.727 1.271 1.308  0.080
H -7.814 4.073 -6.273  0.086
H -1.044 0.278 14.696  0.080
H 9.307 2.832 -2.120  0.114
H 8.823 -4.446 -5.404  0.103
H -2.028 7.833 -6.698  0.114
H 12.683 3.945 -2.049  0.111
H 10.977 2.860 -2.747  0.109
H 14.978 6.071 2.546  0.078
H 0.829 8.937 -8.589  0.080
H 14.220 -2.719 -4.430  0.090
H -6.540 5.873 3.054  0.068
H -0.345 -1.024 10.046  0.110
H 1.088 0.541 8.799  0.103
H 6.067 -9.516 1.562  0.081
H -8.092 5.818 3.672  0.074
H -0.928 6.482 -6.905  0.124
H -11.321 -7.069 -2.942  0.107
H -17.818 1.524 2.301  0.107
H -2.173 5.828 -8.992  0.120
H 8.606 -3.600 -7.639  0.112
H -15.834 -0.476 1.102  0.076
H 14.900 4.326 2.425  0.077
H -4.165 5.145 -8.140  0.089
H -8.057 4.593 -8.079  0.092

Forces on the atoms, in the same order (eV/Å):
O -0.81 2.10 -0.07
O -0.23 0.81 2.53
O 0.20 -1.85 -0.94
O 0.73 1.05 -1.25
O -1.60 0.18 2.30
O 0.60 -0.68 0.80
O -0.41 0.20 -0.60
O 0.56 -2.17 1.07
O 2.37 -1.21 -0.70
O 0.72 0.75 1.35
O 1.05 0.53 0.53
O -0.88 0.77 -1.12
O -0.62 -0.03 -0.71
O 1.04 -1.01 -1.43
O 0.11 2.09 -0.72
O 1.37 -2.11 -1.26
O 0.17 -1.60 0.14
O 0.94 1.30 0.14
O -0.33 0.46 -0.58
N -0.02 -1.80 -1.94
N -6.22 -4.29 0.63
N 4.03 -1.27 0.79
N -1.44 0.63 0.90
N -2.43 -0.76 1.05
N -0.41 -0.42 0.56
N 5.77 -3.55 0.69
N 0.96 0.39 -0.04
N 5.71 -0.61 2.12
N -0.70 -2.52 -4.62
N -0.24 -0.12 -2.29
N 0.61 -0.14 1.09
N -1.78 0.95 -2.02
N 0.44 1.01 -2.03
C -0.23 0.99 0.20
C -0.38 0.64 -0.26
C -0.14 0.55 -2.42
C -1.90 0.70 -0.86
C -0.39 0.39 -0.46
C 0.56 1.80 -1.19
C -1.41 1.74 -0.83
C -0.58 0.36 0.57
C 0.46 -0.16 0.63
C -3.25 4.22 5.32
C -0.02 0.56 0.45
C 1.26 0.64 0.98
C 1.51 0.48 -0.87
C 1.23 2.04 0.08
C 1.05 1.04 -0.06
C 2.18 0.84 0.94
C -0.84 0.26 1.13
C 0.69 -0.63 1.03
C 0.61 -0.06 -2.17
C 0.68 0.21 -0.61
C -1.27 -1.34 1.61
C 1.39 -1.33 0.80
C -0.41 1.31 0.00
C -0.45 -0.31 1.31
C 1.30 -1.15 0.04
C -0.69 0.71 1.14
C -0.28 0.64 -1.80
C 1.78 5.33 -1.10
C 0.66 0.08 -1.09
C -0.18 -0.33 1.93
C -0.33 2.41 1.62
C 0.65 -1.36 -0.71
C 1.84 0.63 0.96
C -0.43 0.18 0.09
C 1.82 -2.45 -0.19
C -0.79 -1.30 -1.23
C 0.23 1.08 -0.21
C -0.05 -1.04 -0.38
C -1.55 -1.06 -1.39
C -1.39 -0.38 -2.04
C -0.84 -0.77 0.45
C 0.29 -1.23 0.08
C 0.56 1.06 0.51
C -1.02 -1.17 1.32
C 0.49 2.72 1.09
C -0.03 0.17 -1.20
H -0.08 -0.02 -0.01
H -1.42 -0.33 0.50
H 0.08 -0.29 -0.16
H 0.55 0.28 0.15
H -0.09 0.08 -0.46
H -0.47 0.73 0.23
H -0.33 -0.09 0.22
H 0.25 -0.01 -0.24
H -0.10 -0.17 -0.55
H 0.99 0.58 0.06
H -0.05 0.61 0.07
H -0.18 -0.06 -0.03
H 0.45 -0.60 0.05
H -0.02 -0.13 -0.24
H -0.03 0.27 0.42
H 0.07 -0.04 -0.15
H 0.32 0.26 0.12
H -0.50 -0.59 -0.46
H 0.24 0.18 0.13
H -0.04 -0.22 -0.35
H 0.23 -0.25 0.48
H 0.75 0.19 0.84
H 0.61 -0.61 -0.27
H 0.16 -0.27 -0.29
H -0.39 0.77 -0.08
H -0.14 -0.08 0.42
H -0.74 -0.21 0.30
H -0.62 -0.62 0.56
H 0.26 -0.29 0.28
H -0.58 -1.01 -0.04
H 0.05 0.06 0.27
H 0.35 -0.26 -0.15
H -1.02 0.14 0.14
H 0.08 0.42 -0.59
H 0.22 -0.03 0.20
H -0.09 -0.14 -0.28
H 0.31 -0.58 -0.05
H -0.24 -0.23 -0.02
H -0.06 0.46 0.52
H -0.42 0.11 0.74
H 0.21 -0.02 0.21
H 0.82 0.77 0.09
H -0.36 0.33 1.27
H -0.05 0.74 0.27
H -0.72 -0.35 0.48
H 0.37 0.09 -0.75
H -0.28 0.06 0.45
H 0.63 -0.04 -0.12
H -0.79 -0.58 0.34
H -0.22 0.01 -0.11
H -0.27 0.22 0.18
H 0.08 0.68 0.22
H 0.31 -0.70 -0.28
H 0.13 0.01 0.66
H -0.21 -0.24 -0.46
H -0.95 0.21 -0.18
H 0.12 0.35 0.70
H -0.40 0.08 -0.17
H -0.32 -0.85 0.32
H -0.22 -1.05 -0.59
H -0.56 0.66 -0.38
H -0.47 0.20 0.11
H -0.71 0.36 -0.01
H 0.58 -0.37 -0.57
H 0.06 -0.17 0.32
H -0.83 -0.13 -0.10
H -0.86 0.47 0.52
H 0.78 0.12 -0.30
H -0.27 -0.82 -0.66
H 0.26 0.05 -0.20
H 0.51 0.30 -0.41
H -0.98 -0.79 -0.85
H -0.28 -0.17 0.11
H -1.04 0.34 -0.29
H -0.10 0.20 0.07
H -0.50 -0.01 -0.43
H -0.56 -0.07 -0.05
H -0.13 0.10 -1.09
H -0.05 0.47 -0.54
H -0.48 0.20 -0.63
H -0.52 -0.61 0.23
H 0.16 -0.41 0.68
H 0.59 0.10 -0.02
H -0.27 0.59 0.14
H -0.68 0.19 -0.18
H -0.07 -0.13 0.89
H 0.26 -0.59 1.34
H -0.42 -0.46 -0.03
H -0.82 0.10 -0.09
H 0.31 0.64 0.53
H -0.66 -0.38 -0.03
H -0.89 0.48 -0.20
H -0.45 0.51 -0.30
H -0.16 -0.15 -0.15
H -0.45 0.02 -0.26
H 1.00 -0.23 -0.02
H 0.03 -0.18 -0.18
H 0.42 -0.08 -0.20
H -0.07 0.00 -0.27
H 0.14 0.89 -0.11
H 0.44 -1.27 -0.64
H 0.22 0.22 0.05
H 0.44 -0.76 1.02
H -0.27 -0.24 0.22
H -0.04 0.40 -0.13
H 0.42 -0.43 0.46
H 0.25 -0.06 -0.06
H -0.61 0.06 0.07
H 0.29 0.12 0.07
H 0.14 -0.03 -0.20
H 0.57 0.23 0.33
H -0.39 0.28 -0.54
H -0.13 0.05 -0.35
H -0.02 -0.18 -0.08
H -0.66 0.37 -0.33
H -0.22 -0.39 0.17
H 0.45 -0.29 0.08
H -0.24 0.00 0.31
H 0.36 0.11 -0.05
H 0.12 -0.55 0.20
H 0.08 0.04 0.52
H -1.21 -0.36 -0.15
H -0.10 -0.35 0.07
H 0.39 -0.69 0.18

## Properties
**Relative energy (zero: lowest compared OMol25 entry of this formula, charge and spin)**: 7.574 eV
**HOMO energy**: -0.296 hartree
**HOMO-LUMO gap**: 8.3 eV
**LUMO**: 0.29 eV
**2S+1**: 1
**Strongest force on any atom**: 7.58 eV Å⁻¹



# 2
# C46H29BrF4GaN6P

A structure of composition C46H29BrF4GaN6P (ωB97M-V/def2-TZVPD, the Open Molecules 2025 dataset).

Each line ends with the Löwdin charge.
Element x y z (Å)
Br 0.385 -0.200 3.067  0.949
Ga -0.573 1.019 -0.507  0.462
P 1.482 -0.529 -0.062  1.105
F 0.200 -2.854 4.374  0.092
F 2.178 -5.531 1.090  0.173
F 1.014 -5.270 3.528  0.178
F 2.496 -3.441 -0.481  0.136
N -0.986 2.175 1.070  0.048
N -2.989 -2.154 0.643  0.027
N -5.587 -6.089 5.513  0.198
N 0.755 2.337 -0.948  -0.021
N -1.887 -0.518 -0.318  0.018
N -1.461 1.703 -2.236  0.077
C 1.396 -1.987 1.042  -0.301
C 0.980 3.183 0.144  -0.201
C -2.444 -1.314 -1.305  -0.115
C 1.652 -1.217 -1.740  -0.362
C 1.184 4.823 2.457  -0.009
C 0.039 3.074 1.213  -0.132
C -1.943 2.907 3.123  -0.017
C -0.560 2.470 -2.926  -0.119
C 0.729 -2.971 3.159  -0.278
C -1.948 2.114 1.974  -0.119
C -5.303 -4.394 2.466  0.011
C -2.656 1.482 -2.759  -0.090
C 0.850 -1.876 2.328  -0.587
C -0.900 3.775 3.320  0.045
C 1.735 -4.356 1.493  -0.121
C 1.870 -3.243 0.672  -0.190
C 0.599 -2.013 -2.194  -0.126
C -3.024 1.953 -4.021  -0.009
C 0.121 3.896 2.354  -0.134
C 0.133 3.731 -4.887  -0.011
C 4.908 0.505 1.910  -0.047
C -3.373 -3.961 3.849  0.014
C 3.593 1.278 -0.411  -0.123
C 0.653 2.816 -2.256  -0.200
C 4.795 1.869 -0.061  -0.058
C -4.777 -3.586 1.473  0.010
C 1.305 4.024 -4.256  -0.034
C -2.230 -1.072 0.841  -0.122
C 3.043 0.277 0.393  -0.327
C 5.452 1.490 1.102  -0.047
C 0.623 -2.559 -3.466  -0.056
C 2.739 -0.986 -2.576  -0.060
C 1.152 -4.225 2.739  -0.123
C -3.134 -2.319 -0.718  0.013
C 1.988 4.105 0.287  0.016
C 2.754 -1.525 -3.856  -0.043
C -2.839 -3.165 2.852  0.010
C 3.714 -0.106 1.554  -0.079
C -4.604 -4.583 3.655  -0.201
C -5.153 -5.420 4.687  -0.159
C -3.546 -2.985 1.673  -0.169
C 2.085 4.917 1.438  -0.027
C 1.569 3.571 -2.942  0.015
C -0.840 2.949 -4.218  -0.132
C 1.700 -2.305 -4.305  -0.049
C -2.109 2.658 -4.758  0.045
H -3.356 0.916 -2.160  0.114
H -1.967 -0.692 1.813  0.085
H 3.324 -0.892 2.186  0.094
H -3.678 -3.142 -1.147  0.143
H -0.187 -3.196 -3.797  0.114
H -2.280 -1.132 -2.352  0.121
H -6.264 -4.870 2.325  0.136
H 1.258 5.453 3.333  0.127
H -4.017 1.749 -4.395  0.123
H -2.754 2.826 3.832  0.124
H -0.222 -2.256 -1.529  0.083
H -2.758 1.423 1.784  0.118
H -0.072 4.094 -5.885  0.126
H 2.053 4.621 -4.760  0.121
H 5.417 0.196 2.812  0.118
H 6.390 1.957 1.373  0.118
H -5.344 -3.417 0.567  0.123
H 3.606 -1.346 -4.498  0.118
H 5.226 2.627 -0.703  0.116
H 3.085 1.597 -1.310  0.089
H 3.589 -0.414 -2.235  0.101
H -2.830 -4.112 4.772  0.135
H -0.863 4.397 4.206  0.138
H -1.872 -2.705 3.003  0.089
H 2.732 4.216 -0.486  0.101
H 2.897 5.629 1.501  0.122
H 1.726 -2.731 -5.299  0.117
H 2.510 3.836 -2.483  0.104
H -2.358 3.018 -5.749  0.137

Forces on the atoms, in the same order (eV/Å):
Br 0.02 -0.02 0.00
Ga 0.00 -0.06 0.05
P -0.04 0.02 -0.17
F 0.01 -0.01 0.00
F -0.01 0.00 0.00
F 0.01 0.00 0.00
F 0.01 -0.02 0.04
N -0.04 -0.01 0.02
N 0.03 0.02 0.01
N 0.00 0.01 0.00
N -0.01 0.10 -0.01
N 0.05 -0.09 0.11
N 0.13 -0.06 -0.04
C -0.03 0.01 -0.02
C 0.04 -0.02 -0.06
C -0.06 0.04 0.01
C 0.00 0.05 -0.01
C 0.02 0.02 0.00
C -0.04 -0.01 0.02
C -0.02 -0.01 -0.01
C -0.02 0.02 -0.01
C -0.01 0.01 0.01
C 0.02 0.04 0.01
C 0.00 0.00 0.00
C -0.02 0.01 -0.01
C 0.01 0.02 0.05
C 0.02 0.02 0.00
C 0.02 -0.02 0.02
C -0.02 0.00 -0.02
C -0.02 0.02 -0.01
C 0.00 0.00 0.01
C -0.01 -0.01 0.00
C -0.01 0.01 -0.01
C -0.01 -0.01 0.00
C -0.01 -0.02 0.02
C 0.00 0.00 0.00
C 0.03 -0.04 0.04
C 0.00 0.00 0.01
C -0.08 0.00 -0.01
C 0.01 -0.01 0.02
C -0.13 0.10 -0.05
C 0.02 -0.03 0.01
C 0.00 0.01 -0.01
C 0.00 0.00 0.01
C -0.01 0.01 0.03
C -0.01 0.00 -0.03
C 0.04 -0.03 -0.05
C 0.00 0.00 0.01
C 0.00 0.00 -0.01
C 0.04 -0.01 0.04
C 0.02 -0.01 -0.01
C 0.01 0.02 -0.01
C 0.00 0.00 -0.01
C 0.00 -0.02 0.03
C 0.00 0.00 0.00
C -0.02 0.01 -0.02
C 0.01 0.00 0.00
C 0.01 0.00 0.00
C 0.00 0.00 0.00
H 0.00 0.01 0.00
H 0.01 -0.07 0.03
H 0.01 0.01 0.01
H -0.01 -0.02 0.04
H 0.00 0.00 0.00
H -0.01 0.01 0.01
H 0.00 0.00 0.01
H 0.00 0.00 0.00
H 0.00 0.00 0.00
H 0.00 0.00 0.00
H 0.05 -0.01 -0.02
H -0.01 -0.01 0.01
H 0.00 0.00 0.00
H 0.00 0.00 0.00
H 0.00 0.00 0.00
H 0.00 0.00 0.00
H 0.04 0.01 -0.02
H 0.00 0.00 0.00
H 0.00 0.00 0.00
H -0.02 -0.02 -0.01
H 0.01 0.02 0.02
H -0.01 0.00 0.00
H 0.00 0.00 0.00
H -0.02 0.02 -0.05
H 0.01 0.01 0.00
H 0.00 0.00 0.00
H 0.00 0.00 0.00
H 0.00 0.00 -0.01
H 0.00 0.00 0.00

## Properties
**Relative energy (zero: lowest compared OMol25 entry of this formula, charge and spin)**: 0.003 eV
**Net charge**: +2
**HOMO energy**: -0.473 hartree
**HOMO-LUMO gap**: 7.2 eV
**LUMO**: -5.66 eV
**2S+1**: 1
**Strongest force on any atom**: 0.18 eV Å⁻¹



Question: Look up the LUMO of the first one.
Answer: 0.29 eV